16
Properties=species:S:1:pos:R:3:forces:R:3:nbo_charge:R:1 method="wB97M-V/def2-TZVPD" total_energy_ha=-648.4600 e_above_lowest_kcal_mol=44.93 total_charge=-1 homo_energy_ev=-3.01 lumo_energy_ha=0.120 fmax_ha_per_bohr=0.014
C -2.406945 -1.455670 -0.240765 0.151 0.065 -0.008 -0.22
O -1.784919 -0.235246 -0.155061 -0.153 0.094 -0.104 -0.89
H -2.734583 -1.692779 -1.269435 -0.037 -0.083 -0.086 0.11
H -1.741063 -2.288603 0.074004 -0.107 0.001 -0.010 0.12
H -3.317688 -1.524344 0.385706 -0.077 -0.084 0.062 0.10
C 1.045226 0.729417 0.868718 0.003 -0.111 -0.040 -0.22
C 1.433876 0.701298 -0.606138 0.021 0.086 0.043 -0.50
S 2.297601 2.253836 -1.046829 0.010 0.016 0.045 -0.12
N 0.350576 -0.509849 1.153981 -0.276 0.087 -0.386 -0.98
H 1.963428 0.849843 1.467483 -0.043 0.022 0.001 0.15
H 0.434792 1.638624 1.029190 0.039 0.016 0.019 0.14
H 2.090249 -0.145441 -0.789279 0.021 -0.038 -0.010 0.20
H 0.530094 0.602111 -1.201744 -0.055 -0.004 -0.018 0.24
H 2.380170 2.054129 -2.367505 -0.008 -0.028 -0.032 0.10
H 0.196708 -0.571991 2.153195 -0.084 0.018 0.098 0.32
H -0.737520 -0.405336 0.544478 0.596 -0.057 0.427 0.44